{"formula": "C5H6O", "method": "the ωB97M-V functional and the def2-TZVPD basis", "species": ["C", "H", "H", "C", "O", "H", "H", "H", "H", "C", "C", "C"], "positions_angstrom": [[-0.459, 1.110, -0.891], [0.148, 1.190, 1.613], [0.092, -1.797, -1.242], [-0.937, -0.080, -0.382], [2.421, -0.587, 0.112], [-1.041, 1.987, -1.153], [-0.067, -1.900, 0.526], [-0.342, 0.675, 1.906], [-1.888, -0.132, 0.154], [0.072, -1.213, -0.312], [0.716, 1.092, -0.156], [1.268, -0.313, -0.100]], "mulliken_charge": [-0.1620, 0.0309, 0.2838, -0.3454, -0.5183, 0.2932, 0.2672, 0.0065, 0.3480, -0.2840, -0.3495, 0.4297], "homo_lumo_gap_ev": [8.16, 8.16], "fmax_ev_per_a": 0.83, "e_above_lowest_kcal_mol": 123.1, "charge": 0}